Entry 1:
{
  "formula": "C3H5NO2",
  "method": "ωB97M-V/def2-TZVPD",
  "symbols": ["C", "C", "O", "H", "H", "N", "C", "O", "H", "H", "H"],
  "coordinates": [[1.188, -0.990, 1.085], [1.207, 0.280, 1.445], [1.291, 1.400, 1.748], [0.231, -1.478, 0.958], [2.117, -1.545, 1.084], [-0.526, 0.126, -1.484], [-1.469, 0.618, -0.648], [-1.414, 0.578, 0.568], [0.316, -0.274, -1.089], [-0.613, 0.221, -2.483], [-2.327, 1.065, -1.185]],
  "molar_mass_g_mol": 87.1,
  "de_lowest_ev": 1.294,
  "lumo_energy_ev": 0.88,
  "total_charge": 0
}

=====

Entry 2:
{
  "formula": "C2H2NO3",
  "method": "ωB97M-V/def2-TZVPD",
  "symbols": ["C", "C", "N", "O", "O", "O", "H", "H"],
  "coordinates": [[0.001, 0.391, -0.030], [-1.319, -0.417, 0.070], [1.158, -0.174, 0.014], [-1.985, -0.298, 1.084], [0.310, 2.434, -0.244], [-1.400, -1.139, -0.931], [1.242, -1.175, 0.175], [1.992, 0.378, -0.139]],
  "molar_mass_g_mol": 88.0,
  "de_lowest_ev": 6.114,
  "lumo_energy_ev": [3.87, 3.87],
  "total_charge": -1
}

=====

Entry 3:
{
  "formula": "C3H5NO3",
  "method": "ωB97M-V/def2-TZVPD",
  "symbols": ["O", "N", "C", "C", "O", "C", "O", "H", "H", "H", "H", "H"],
  "coordinates": [[-2.744, -0.357, -0.044], [-1.868, 0.775, -0.078], [-0.643, 0.395, -0.035], [0.657, 1.233, 0.033], [1.699, 0.255, -0.216], [1.162, -1.003, 0.046], [-0.235, -0.926, -0.089], [-2.199, -1.129, -0.160], [0.604, 2.028, -0.777], [0.704, 1.729, 1.011], [1.359, -1.341, 1.051], [1.502, -1.658, -0.743]],
  "molar_mass_g_mol": 103.1,
  "de_lowest_ev": 3.790,
  "lumo_energy_ev": 0.69,
  "total_charge": 0
}

=====

Entry 4:
{
  "formula": "C34H54CdFN5O5S5",
  "method": "ωB97M-V/def2-TZVPD",
  "symbols": ["Cd", "C", "C", "S", "C", "C", "S", "C", "C", "S", "C", "C", "S", "H", "H", "H", "H", "H", "H", "H", "H", "H", "H", "H", "H", "H", "H", "H", "H", "F", "C", "C", "C", "C", "O", "C", "C", "N", "C", "C", "C", "C", "C", "C", "N", "C", "C", "N", "C", "C", "C", "O", "O", "H", "H", "H", "H", "H", "H", "H", "H", "H", "H", "H", "H", "H", "H", "H", "H", "H", "H", "O", "S", "C", "C", "C", "C", "H", "H", "H", "H", "H", "H", "H", "H", "C", "N", "C", "C", "O", "N", "C", "C", "H", "H", "H", "H", "H", "H", "H", "H", "H", "H", "H", "H"],
  "coordinates": [[0.310, 1.549, 1.510], [-3.330, 2.776, 1.761], [-2.942, 2.986, 3.221], [-1.147, 3.039, 3.450], [-0.966, 2.087, 4.975], [0.462, 1.572, 5.145], [0.989, 0.284, 3.988], [0.323, -1.229, 4.722], [-1.184, -1.478, 4.647], [-1.774, -1.391, 2.942], [-3.384, -0.605, 3.151], [-3.853, 0.003, 1.832], [-2.781, 1.224, 1.024], [-2.863, 3.537, 1.134], [-4.411, 2.870, 1.652], [-3.344, 2.197, 3.852], [-3.355, 3.931, 3.576], [-1.677, 1.266, 4.940], [-1.219, 2.730, 5.819], [0.601, 1.191, 6.158], [1.172, 2.388, 4.997], [0.651, -1.250, 5.762], [0.859, -2.024, 4.200], [-1.733, -0.755, 5.249], [-1.386, -2.463, 5.066], [-3.299, 0.153, 3.928], [-4.123, -1.336, 3.479], [-4.833, 0.464, 1.971], [-3.980, -0.789, 1.092], [-2.934, -4.394, -0.762], [-1.803, -3.865, -1.283], [-1.316, -2.717, -0.737], [-0.130, -2.152, -1.208], [0.402, -0.947, -0.569], [-0.250, -0.404, 0.341], [1.657, -0.491, -1.079], [2.229, -1.130, -2.129], [1.719, -2.226, -2.743], [2.444, -2.838, -3.838], [3.035, -1.949, -4.885], [1.843, -2.796, -5.213], [0.540, -2.780, -2.264], [0.014, -3.951, -2.823], [-1.151, -4.523, -2.341], [-1.639, -5.711, -2.938], [-0.711, -6.802, -3.200], [-0.991, -7.335, -4.602], [-2.477, -7.183, -4.865], [-3.267, -7.388, -3.601], [-2.987, -6.210, -2.662], [2.371, 0.704, -0.504], [2.959, 1.461, -1.268], [2.300, 0.780, 0.777], [-1.828, -2.254, 0.099], [3.162, -0.761, -2.533], [3.008, -3.718, -3.552], [3.999, -2.230, -5.284], [2.876, -0.883, -4.797], [1.978, -3.657, -5.855], [0.893, -2.289, -5.316], [0.521, -4.403, -3.663], [-0.825, -7.596, -2.453], [0.320, -6.468, -3.145], [-0.739, -8.388, -4.712], [-0.481, -6.760, -5.372], [-2.780, -7.823, -5.599], [-2.645, -6.231, -5.197], [-2.944, -8.343, -3.195], [-4.322, -7.458, -3.854], [-3.130, -6.557, -1.637], [-3.703, -5.412, -2.847], [1.693, 3.136, 2.401], [3.107, 3.303, 1.794], [3.620, 4.867, 2.509], [3.761, 4.577, 3.999], [4.625, 3.313, 4.061], [4.191, 2.382, 2.911], [2.884, 5.623, 2.238], [4.582, 5.111, 2.048], [2.770, 4.387, 4.413], [4.198, 5.411, 4.546], [4.548, 2.809, 5.023], [5.672, 3.585, 3.922], [3.587, 1.527, 3.217], [5.024, 2.007, 2.317], [-0.075, 2.255, -2.471], [0.295, 3.581, -2.000], [1.272, 4.286, -2.816], [-0.073, 3.989, -0.766], [-0.460, 3.165, 0.096], [-0.008, 5.313, -0.481], [-0.308, 6.325, -1.490], [-0.172, 5.734, 0.903], [-0.664, 2.340, -3.388], [-0.670, 1.746, -1.718], [0.827, 1.675, -2.668], [2.032, 3.567, -3.127], [1.767, 5.058, -2.234], [0.824, 4.734, -3.705], [-0.781, 5.872, -2.359], [0.578, 6.872, -1.815], [-1.009, 7.040, -1.059], [0.136, 4.942, 1.578], [-1.213, 6.000, 1.112], [0.444, 6.617, 1.078]],
  "molar_mass_g_mol": 904.6,
  "de_lowest_ev": 0.289,
  "lumo_energy_ev": -4.54,
  "total_charge": 2
}

=====

Entry 5:
{
  "formula": "C7H15F2NO8PS",
  "method": "ωB97M-V/def2-TZVPD",
  "symbols": ["O", "C", "O", "N", "C", "C", "C", "F", "S", "O", "O", "F", "H", "H", "H", "H", "H", "H", "C", "O", "P", "O", "O", "C", "O", "C", "H", "H", "H", "H", "H", "H", "H", "H", "H"],
  "coordinates": [[-1.253, 5.147, 3.825], [-0.972, 4.422, 2.878], [-0.098, 4.514, 2.001], [-1.785, 3.123, 2.745], [-1.255, 2.044, 3.583], [-0.478, 1.013, 2.739], [-0.987, 0.792, 1.346], [-2.191, 0.106, 1.419], [-3.389, 3.301, 2.918], [-4.067, 2.332, 2.129], [-3.839, 3.475, 4.254], [-3.581, 4.655, 2.187], [-0.546, 2.455, 4.294], [-2.033, 1.564, 4.164], [-0.433, 0.062, 3.262], [0.543, 1.380, 2.650], [-1.079, 1.700, 0.764], [-0.261, 0.163, 0.829], [3.333, -1.447, -4.736], [2.180, -1.337, -3.888], [2.090, -2.325, -2.557], [2.144, -3.651, -3.265], [0.614, -1.778, -2.204], [-0.425, -1.881, -3.178], [2.339, -2.765, -1.002], [1.772, -4.008, -0.601], [3.455, -0.499, -5.257], [4.237, -1.657, -4.170], [3.169, -2.241, -5.462], [-0.280, -2.758, -3.810], [-0.463, -0.983, -3.793], [-1.362, -1.975, -2.633], [2.413, -4.832, -0.904], [0.774, -4.138, -1.014], [1.714, -3.976, 0.486]],
  "molar_mass_g_mol": 342.2,
  "lumo_energy_ev": 0.54,
  "total_charge": -1
}

=====

Entry 6:
{
  "formula": "C4H12N2O",
  "method": "ωB97M-V/def2-TZVPD",
  "symbols": ["C", "C", "C", "N", "N", "C", "O", "H", "H", "H", "H", "H", "H", "H", "H", "H", "H", "H", "H"],
  "coordinates": [[0.308, -0.077, -1.376], [-1.153, 0.076, -1.048], [-1.447, 0.983, 0.169], [-1.511, 0.268, 1.442], [0.827, -1.242, 0.224], [2.041, -0.680, 0.618], [1.978, 0.611, 1.265], [0.536, -0.401, -2.397], [0.918, 0.726, -1.081], [-1.660, 0.461, -1.941], [-1.556, -0.917, -0.853], [-0.635, 1.715, 0.205], [-2.366, 1.519, -0.058], [-2.452, -0.023, 1.644], [-0.933, -0.564, 1.355], [0.729, -1.187, -0.868], [2.543, -1.362, 1.318], [2.774, -0.574, -0.177], [1.058, 0.671, 1.559]],
  "molar_mass_g_mol": 104.2,
  "de_lowest_ev": 5.036,
  "lumo_energy_ev": 0.21,
  "total_charge": 0
}

=====

Entry 7:
{
  "formula": "C9H9N3O2",
  "method": "ωB97M-V/def2-TZVPD",
  "symbols": ["C", "C", "C", "C", "C", "C", "C", "C", "C", "H", "H", "H", "H", "H", "H", "H", "H", "H", "N", "N", "N", "O", "O"],
  "coordinates": [[0.377, 0.982, 0.159], [1.543, 0.583, 0.930], [2.756, 0.898, 0.523], [2.100, 1.696, -1.684], [-1.935, -1.337, -0.514], [-2.020, -0.328, 0.461], [-2.078, -0.809, 1.789], [-2.198, -2.155, 2.184], [-2.248, -3.045, 1.010], [0.121, 1.446, -2.059], [1.448, -0.097, 1.891], [3.728, 0.418, 1.014], [4.035, 1.856, -0.682], [-2.073, -0.974, -1.567], [-2.222, 0.771, 0.439], [-2.102, -0.064, 2.535], [-2.456, -2.427, 3.237], [-2.515, -4.192, 1.056], [0.745, 1.568, -1.130], [3.060, 1.626, -0.668], [-2.001, -2.610, -0.222], [-0.796, 0.555, 0.268], [2.250, 1.979, -2.878]],
  "molar_mass_g_mol": 191.2,
  "de_lowest_ev": 8.085,
  "lumo_energy_ev": -0.90,
  "total_charge": 0
}

=====

Entry 8:
{
  "formula": "C16H26CoI2N2O3S2SeV",
  "method": "ωB97M-V/def2-TZVPD",
  "symbols": ["I", "I", "V", "Co", "S", "S", "C", "C", "C", "C", "C", "C", "C", "C", "C", "C", "C", "O", "O", "O", "H", "H", "H", "H", "H", "H", "H", "H", "H", "H", "H", "H", "H", "H", "H", "H", "H", "H", "C", "N", "C", "C", "N", "C", "C", "Se", "H", "H", "H", "H", "H", "H", "H", "H"],
  "coordinates": [[1.035, 2.336, -0.600], [-1.280, -2.177, -4.201], [-0.912, -1.823, -1.753], [0.054, -0.255, -0.025], [-1.380, 0.382, -1.597], [1.150, -0.825, -1.893], [-0.925, 0.502, 1.192], [-3.266, 1.118, -1.573], [2.808, -1.799, -1.956], [-3.976, 0.463, -2.754], [-3.911, 0.788, -0.245], [-3.070, 2.621, -1.756], [2.939, -2.310, -3.392], [2.818, -2.937, -0.955], [3.854, -0.742, -1.611], [-2.541, -2.263, -0.867], [-0.342, -3.311, -0.727], [-1.557, 0.998, 2.038], [-3.515, -2.660, -0.347], [-0.118, -4.276, -0.114], [-4.070, -0.624, -2.622], [-3.443, 0.643, -3.695], [-4.987, 0.891, -2.840], [-3.914, -0.288, -0.049], [-4.959, 1.125, -0.265], [-3.389, 1.289, 0.575], [-2.459, 3.046, -0.947], [-4.049, 3.123, -1.753], [-2.572, 2.844, -2.707], [3.910, -2.812, -3.496], [2.897, -1.489, -4.117], [2.142, -3.020, -3.649], [3.829, -3.366, -0.912], [2.128, -3.730, -1.250], [2.556, -2.578, 0.049], [4.854, -1.194, -1.613], [3.666, -0.317, -0.618], [3.838, 0.077, -2.338], [-0.053, -0.040, 4.548], [1.053, 0.724, 4.002], [1.610, 1.827, 4.632], [2.676, 2.218, 3.883], [2.767, 1.339, 2.813], [3.795, 1.390, 1.789], [1.760, 0.421, 2.876], [1.398, -1.014, 1.717], [-0.933, 0.605, 4.638], [0.217, -0.410, 5.545], [-0.270, -0.885, 3.885], [1.205, 2.216, 5.542], [3.368, 3.030, 4.023], [3.536, 2.140, 1.034], [4.754, 1.637, 2.258], [3.869, 0.405, 1.323]],
  "s_squared": 12.28,
  "molar_mass_g_mol": 801.2,
  "de_lowest_ev": 0.000,
  "multiplicity": 7,
  "lumo_energy_ev": [-14.94, -16.80],
  "total_charge": 4
}